Formula: C3H11N2O
Source: the OMol25 dataset
Level of theory: the ωB97M-V functional and the def2-TZVPD basis

Last column: Löwdin charge in e.
Element x y z (Å)
C1 0.699 1.585 -1.051  -0.15
C2 1.724 -0.596 -0.588  -0.06
C3 -1.586 -0.406 0.881  -0.22
N1 -1.181 -0.940 2.009  0.23
N2 0.539 0.188 -1.068  -0.21
O1 -2.744 -0.080 0.502  0.15
H1 1.562 1.843 -1.693  0.10
H2 -0.197 2.097 -1.435  0.10
H3 1.061 1.989 -0.109  0.09
H4 1.487 -1.197 0.224  0.03
H5 2.031 -1.211 -1.364  0.06
H6 2.636 -0.100 -0.140  0.12
H7 -0.738 -0.010 -0.052  0.18
H8 -0.277 -1.219 2.254  0.11
H9 -1.815 -1.406 2.620  0.13
H10 0.349 -0.082 -2.023  0.13
H11 -3.552 -0.456 1.031  0.21

Summary:
**ΔE to the lowest compared entry with this formula, charge and spin**: 3.035 eV
**Maximum force**: 0.0972 Eh/bohr
**Net charge**: +1
**E_tot**: -8308.757 eV


Formula: C3H11N2O2
Source: the OMol25 dataset
Level of theory: the ωB97M-V functional and the def2-TZVPD basis

Last column: Löwdin charge in e.
Element x y z (Å)
C1 -0.547 1.811 -1.007  -0.38
N1 -1.155 3.094 -1.035  0.06
O1 -0.957 0.860 -1.600  0.06
H1 0.367 1.781 -0.380  0.12
H2 -1.376 3.359 -0.071  0.09
H3 -0.438 3.785 -1.262  0.09
C2 1.055 -1.282 1.481  -0.25
O2 1.659 -0.011 1.499  -0.03
C3 0.214 -1.289 0.218  -0.13
N2 -0.439 -2.643 0.060  0.21
H4 0.429 -1.443 2.366  0.13
H5 1.794 -2.094 1.443  0.13
H6 2.238 0.041 2.265  0.11
H7 -0.597 -0.576 0.276  0.11
H8 0.840 -1.115 -0.651  0.14
H9 -1.027 -2.851 0.868  0.17
H10 0.250 -3.392 -0.023  0.18
H11 -1.047 -2.645 -0.766  0.18

Summary:
**ΔE to the lowest compared entry with this formula, charge and spin**: 2.590 eV
**Maximum force**: 0.0182 Eh/bohr
**Net charge**: +1
**E_tot**: -10357.162 eV


Formula: C3H11N2O3
Source: the OMol25 dataset
Level of theory: the ωB97M-V functional and the def2-TZVPD basis

Last column: Löwdin charge in e.
Element x y z (Å)
C1 0.389 -1.952 0.941  0.00
C2 0.790 -0.636 1.402  -0.02
N1 0.717 0.101 0.292  0.05
C3 0.085 -0.506 -0.783  -0.05
N2 -0.097 -1.821 -0.362  0.09
H1 0.198 -2.806 1.608  0.13
H2 1.195 -0.324 2.304  0.11
H3 1.121 1.100 0.183  0.18
H4 -0.271 -0.051 -1.671  0.12
H5 -0.604 -2.530 -0.945  0.19
H6 -0.198 2.198 2.915  0.08
H7 -0.667 3.055 1.769  -0.01
O1 -0.036 2.439 1.975  -0.02
H8 2.266 2.078 -1.686  0.10
H9 1.192 1.182 -2.500  0.04
O2 1.782 1.222 -1.764  -0.05
H10 -3.166 -1.416 -1.446  -0.03
H11 -2.243 -0.414 -0.687  0.10
O3 -2.453 -0.922 -1.546  -0.01

Summary:
**ΔE to the lowest compared entry with this formula, charge and spin**: 2.398 eV
**Maximum force**: 0.1493 Eh/bohr
**Net charge**: +1
**E_tot**: -12404.740 eV


Formula: C3H11N2OP
Source: the OMol25 dataset
Level of theory: the ωB97M-V functional and the def2-TZVPD basis

Last column: Löwdin charge in e.
Element x y z (Å)
C1 -0.101 1.509 -1.954  -0.15
C2 -1.365 -0.364 -0.799  -0.13
C3 1.883 -1.496 0.493  -0.26
N1 -0.882 0.897 1.765  -0.20
N2 -0.498 0.807 -0.714  -0.43
O1 0.976 -0.772 1.261  -0.46
P1 0.351 1.146 0.723  0.95
H1 0.675 2.270 -1.656  0.07
H2 0.321 0.799 -2.662  0.07
H3 -0.862 2.069 -2.483  0.07
H4 -1.312 -0.976 0.043  0.03
H5 -2.411 -0.032 -0.849  0.09
H6 -1.172 -1.087 -1.637  0.10
H7 2.909 -1.697 0.923  0.08
H8 1.823 -0.941 -0.484  0.06
H9 1.424 -2.475 0.284  0.06
H10 -0.741 1.282 2.687  0.04
H11 -0.871 -0.112 1.786  0.01

Summary:
**SMILES**: COP(N)N(C)C
**ΔE to the lowest compared entry with this formula, charge and spin**: 2.009 eV
**Maximum force**: 0.0560 Eh/bohr
**Net charge**: 0
**E_tot**: -17604.725 eV